one:
Formula: C2H6N3O
Source: the OMol25 dataset
Level of theory: the ωB97M-V functional and the def2-TZVPD basis

## Properties
SMILES: [NH3+]N1CNC1=O
Net charge: +1
Molecular weight (g mol⁻¹): 88.09

Each line ends with the Mulliken charge.
Atoms and positions in Å:
N1 0.951 0.997 -0.587  -0.14
N2 0.456 -0.339 -0.468  -0.39
C1 -0.864 -0.788 0.241  -0.34
N3 -0.122 -1.683 1.040  -0.15
C2 1.138 -1.424 0.751  0.44
O1 2.224 -1.528 1.145  -0.36
H1 0.842 1.571 0.237  0.34
H2 0.523 1.520 -1.323  0.35
H3 1.919 0.976 -0.985  0.37
H4 -1.658 -1.269 -0.238  0.29
H5 -1.126 0.113 0.949  0.28
H6 -0.478 -2.206 1.951  0.31



two:
Formula: C2H6N3O
Source: the OMol25 dataset
Level of theory: the ωB97M-V functional and the def2-TZVPD basis

## Properties
Net charge: +1
Molecular weight (g mol⁻¹): 88.09

Each line ends with the Mulliken charge.
Atoms and positions in Å:
C1 1.781 0.418 0.634  -0.07
C2 0.027 -0.463 1.674  -0.14
N1 1.427 1.333 1.802  0.16
N2 0.930 -0.532 0.615  -0.14
N3 -0.517 0.320 -0.948  -0.64
O1 0.443 0.847 2.390  0.00
H1 2.591 0.658 0.093  0.45
H2 -0.926 -0.332 1.441  0.29
H3 0.163 -1.273 2.327  0.32
H4 -1.397 -0.043 -0.849  0.25
H5 -0.184 0.167 -1.938  0.25
H6 -0.369 1.230 -0.649  0.28



Relative energies, kcal/mol: one 0.0; two 52.2.



one:
Formula: C5H12N2
Source: the OMol25 dataset
Level of theory: the ωB97M-V functional and the def2-TZVPD basis

## Properties
Molecular weight (g mol⁻¹): 100.16

Each line ends with the Mulliken charge.
Atoms and positions in Å:
C1 -3.919 -0.347 0.383  -0.47
C2 -2.604 -0.040 0.392  -0.37
C3 0.846 1.570 -0.442  -1.42
C4 2.057 -0.503 1.063  -0.98
C5 1.366 0.356 -1.061  0.21
N1 2.126 -1.812 -0.847  -1.20
N2 1.725 -0.692 -0.390  0.84
H1 -4.663 0.184 1.018  0.22
H2 -4.289 -1.119 -0.261  0.25
H3 -2.329 0.860 0.927  0.17
H4 1.557 2.329 -0.262  0.36
H5 0.307 1.447 0.429  0.44
H6 0.049 1.919 -1.180  0.29
H7 1.186 -1.115 1.590  0.27
H8 2.997 -1.020 1.259  0.30
H9 2.100 0.474 1.380  0.40
H10 1.229 0.149 -2.146  0.30
H11 2.011 -1.986 -1.862  0.19
H12 -1.751 -0.652 0.008  0.20



two:
Formula: C5H12N2
Source: the OMol25 dataset
Level of theory: the ωB97M-V functional and the def2-TZVPD basis

## Properties
SMILES: C=C[C@H](C)N(C)N
Molecular weight (g mol⁻¹): 100.16

Each line ends with the Mulliken charge.
Atoms and positions in Å:
C1 2.296 1.016 -0.226  -0.76
C2 1.306 0.189 -0.514  -0.17
C3 0.282 -0.493 0.400  0.25
C4 0.382 -2.081 0.287  -1.29
N1 -1.001 0.047 0.212  0.24
C5 -1.380 1.381 0.636  -1.10
N2 -1.561 -0.371 -1.041  -0.73
H1 2.933 1.493 -0.961  0.27
H2 2.495 1.285 0.810  0.25
H3 1.120 0.072 -1.580  0.22
H4 0.579 -0.304 1.435  0.30
H5 1.441 -2.301 0.659  0.35
H6 0.162 -2.461 -0.753  0.29
H7 -0.278 -2.719 0.972  0.33
H8 -1.041 1.511 1.606  0.41
H9 -1.323 2.271 0.051  0.33
H10 -2.519 1.360 0.746  0.35
H11 -2.554 -0.076 -0.901  0.27
H12 -1.339 0.182 -1.838  0.21



Relative energies, kcal/mol: one 35.3; two 0.0.



one:
Formula: C5H12N2
Source: the OMol25 dataset
Level of theory: the ωB97M-V functional and the def2-TZVPD basis

## Properties
Molecular weight (g mol⁻¹): 100.16

Each line ends with the Mulliken charge.
Atoms and positions in Å:
C1 -0.409 0.161 1.665  -0.91
C2 0.840 -1.213 -1.021  -0.96
C3 -2.396 0.091 0.136  -1.29
N1 1.369 -0.153 -0.176  0.35
N2 2.707 -0.131 -0.306  -0.74
C4 -1.068 0.683 0.567  0.91
C5 -0.445 1.625 -0.235  -0.93
H1 3.180 0.434 0.382  0.19
H2 3.215 -0.952 -0.626  0.23
H3 -0.831 -0.659 2.234  0.30
H4 0.464 0.642 2.077  0.29
H5 -0.242 -1.219 -0.935  0.26
H6 1.224 -2.198 -0.711  0.35
H7 1.115 -1.063 -2.074  0.32
H8 -3.229 0.649 0.572  0.34
H9 -2.517 0.125 -0.949  0.35
H10 -2.497 -0.948 0.458  0.35
H11 -0.894 1.950 -1.167  0.31
H12 0.416 2.176 0.107  0.29



two:
Formula: C5H12N2
Source: the OMol25 dataset
Level of theory: the ωB97M-V functional and the def2-TZVPD basis

## Properties
SMILES: CC(C)=CN.C=N
Molecular weight (g mol⁻¹): 100.16

Each line ends with the Mulliken charge.
Atoms and positions in Å:
C1 -0.910 0.246 -1.513  -1.36
C2 -0.825 0.038 -0.029  0.79
C3 -1.095 1.270 0.781  -1.34
C4 -0.517 -1.116 0.563  -0.35
N1 -0.139 -2.312 -0.050  -0.52
H1 -0.225 1.039 -1.811  0.33
H2 -0.661 -0.649 -2.077  0.33
H3 -1.918 0.559 -1.790  0.36
H4 -2.036 1.728 0.479  0.37
H5 -0.300 2.000 0.615  0.33
H6 -1.141 1.044 1.843  0.32
H7 -0.478 -1.166 1.644  0.37
H8 -0.430 -3.137 0.454  0.23
H9 -0.387 -2.369 -1.028  0.17
C5 2.196 0.259 0.137  -0.32
N2 2.171 1.474 0.435  -0.52
H10 2.324 -0.578 0.828  0.26
H11 2.103 -0.007 -0.908  0.31
H12 2.268 1.678 1.429  0.23



three:
Formula: C5H12N2
Source: the OMol25 dataset
Level of theory: the ωB97M-V functional and the def2-TZVPD basis

## Properties
Molecular weight (g mol⁻¹): 100.16

Each line ends with the Mulliken charge.
Atoms and positions in Å:
C1 -0.184 0.607 0.307  -0.11
C2 1.931 -0.691 0.319  -0.67
C3 0.029 -0.801 0.337  -0.66
N1 -0.104 1.380 1.444  -0.54
N2 2.364 -0.442 -1.026  -0.49
C4 -2.179 0.106 -0.013  -0.33
C5 -2.600 0.167 -1.276  -0.65
H1 0.112 1.119 -0.605  0.39
H2 -0.336 2.355 1.322  0.24
H3 -0.533 0.981 2.269  0.23
H4 2.875 -1.227 -1.413  0.20
H5 2.917 0.405 -1.114  0.22
H6 2.326 0.046 1.017  0.33
H7 2.181 -1.686 0.694  0.37
H8 -0.242 -1.339 1.238  0.37
H9 -0.103 -1.324 -0.602  0.36
H10 -2.911 -0.084 0.776  0.27
H11 -3.651 0.194 -1.568  0.28
H12 -1.890 0.234 -2.105  0.21



Relative energies, kcal/mol: one 71.6; two 0.0; three 73.4.



one:
Formula: C5H12N2
Source: the OMol25 dataset
Level of theory: the ωB97M-V functional and the def2-TZVPD basis

## Properties
Molecular weight (g mol⁻¹): 100.16

Each line ends with the Mulliken charge.
Atoms and positions in Å:
C1 1.499 -0.042 -0.432  0.11
C2 0.850 1.117 0.131  -0.76
C3 -1.975 1.146 -0.207  -1.09
C4 2.556 -0.860 0.236  -1.24
N1 -0.865 0.475 0.506  -0.04
C5 -1.672 -1.655 -0.148  -0.39
N2 -0.617 -0.953 0.193  -0.51
H1 -1.043 0.532 1.516  0.41
H2 1.757 0.115 -1.481  0.28
H3 0.559 1.955 -0.500  0.24
H4 1.426 1.602 0.917  0.34
H5 -2.939 0.680 -0.006  0.39
H6 -2.058 2.179 0.126  0.39
H7 -1.797 1.078 -1.279  0.40
H8 2.671 -1.817 -0.285  0.29
H9 2.264 -1.065 1.268  0.35
H10 3.562 -0.424 0.203  0.31
H11 -2.459 -1.351 -0.841  0.28
H12 -1.718 -2.710 0.083  0.27



two:
Formula: C5H12N2
Source: the OMol25 dataset
Level of theory: the ωB97M-V functional and the def2-TZVPD basis

## Properties
Molecular weight (g mol⁻¹): 100.16

Each line ends with the Mulliken charge.
Atoms and positions in Å:
C1 -0.334 1.650 -0.130  -0.86
C2 1.076 -0.662 0.997  -0.82
C3 -1.557 -0.364 1.958  -0.77
N1 -0.722 0.252 -0.311  -0.12
N2 -0.268 -0.716 0.425  -0.29
C4 -0.072 -0.433 -2.049  -0.20
C5 1.151 -0.633 -2.487  -0.47
H1 -0.967 -0.474 -2.658  0.33
H2 0.686 1.840 0.211  0.30
H3 -1.048 2.099 0.561  0.29
H4 -0.456 2.126 -1.103  0.37
H5 1.084 -1.343 1.849  0.32
H6 1.425 0.315 1.340  0.28
H7 1.769 -1.083 0.270  0.29
H8 -2.505 -0.097 1.510  0.29
H9 -1.504 -1.373 2.343  0.31
H10 -1.099 0.396 2.585  0.30
H11 1.352 -0.939 -3.513  0.26
H12 1.989 -0.562 -1.797  0.19



Relative energies, kcal/mol: one 0.0; two 14.2.